[1]
{
  "formula": "C25H31IrN3O2PS",
  "method": "ωB97M-V/def2-TZVPD",
  "spin_multiplicity": 6,
  "s2": 8.799,
  "orbital_gap_ev": [7.34, 4.82],
  "charge": 3,
  "e_homo_ev": [-15.64, -17.13],
  "elements": ["C", "C", "C", "C", "H", "N", "O", "H", "C", "P", "C", "O", "H", "C", "C", "C", "C", "C", "H", "H", "S", "H", "Ir", "C", "H", "N", "H", "H", "H", "C", "H", "H", "C", "H", "H", "C", "H", "H", "H", "H", "H", "C", "C", "H", "C", "C", "H", "H", "C", "H", "H", "C", "N", "H", "C", "H", "H", "H", "H", "C", "C", "H", "C", "H"],
  "coordinates": [[1.987, -3.546, -0.200], [1.585, -4.723, 0.413], [-0.493, -3.702, 1.039], [0.989, -0.054, 2.574], [5.279, 4.865, -3.498], [1.465, 2.906, -3.412], [1.116, 0.422, 1.440], [-0.277, -0.210, 5.286], [4.154, 3.362, -2.462], [-1.276, -1.128, 0.405], [-2.550, 1.348, 3.317], [2.066, -0.142, 3.281], [-1.042, 4.121, -3.038], [-5.257, -3.014, -0.793], [1.150, -2.440, -0.204], [-2.377, 0.608, 2.139], [-0.093, -2.511, 0.427], [-3.053, -2.259, -1.366], [2.435, -0.877, -0.452], [-1.465, -3.764, 1.513], [0.419, 2.828, -0.925], [-3.321, 2.101, 3.383], [0.111, 0.543, -0.647], [0.162, 2.601, -4.034], [3.236, -0.839, 4.773], [2.935, 3.189, -1.653], [-0.205, -1.641, 3.278], [-5.844, -2.770, 1.258], [2.954, -3.496, -0.687], [4.354, 4.801, -2.928], [4.110, 2.676, -3.310], [3.538, 5.144, -3.566], [-4.245, -2.852, -1.734], [-1.728, 3.492, -4.537], [4.436, 5.478, -2.078], [-0.780, 0.095, 4.381], [-2.265, -2.125, -2.099], [-0.378, 4.623, -4.597], [-3.052, 0.785, 1.306], [-6.199, -3.456, -1.089], [0.370, 2.291, -5.055], [-1.764, 1.027, 4.444], [0.345, -4.803, 1.033], [1.641, -1.622, 4.716], [2.175, -0.677, 4.620], [-0.801, 3.783, -4.046], [-0.276, 1.748, -3.509], [4.986, 3.057, -1.831], [-3.884, -2.000, 0.904], [3.024, 3.359, -0.661], [1.838, -1.470, -1.853], [-2.866, -1.836, -0.043], [1.587, -1.226, -0.897], [-3.743, -1.693, 1.930], [-0.377, -0.570, 3.091], [2.216, 3.144, -4.048], [1.820, 0.048, 5.347], [-1.977, 1.504, 5.392], [2.240, -5.584, 0.392], [1.724, 2.973, -2.121], [-5.067, -2.609, 0.524], [0.024, -5.727, 1.493], [-1.419, -0.373, 2.027], [-4.394, -3.180, -2.754]]
}

***

[2]
{
  "formula": "C25H31IrN8O4S",
  "method": "ωB97M-V/def2-TZVPD",
  "spin_multiplicity": 1,
  "de_lowest_kj_mol": 0.0,
  "orbital_gap_ev": [7.19, 7.19],
  "charge": 2,
  "e_homo_ev": [-13.23, -13.23],
  "elements": ["N", "H", "O", "H", "H", "H", "C", "C", "H", "C", "C", "C", "C", "N", "N", "C", "C", "N", "H", "C", "N", "C", "H", "C", "H", "H", "H", "O", "H", "H", "H", "H", "C", "N", "H", "H", "C", "H", "C", "N", "C", "C", "S", "H", "C", "H", "H", "C", "O", "C", "Ir", "C", "H", "N", "H", "H", "C", "H", "C", "C", "C", "H", "H", "H", "H", "O", "H", "H", "H", "C"],
  "coordinates": [[1.508, -1.434, -0.934], [-4.540, 1.414, -0.197], [-1.397, 2.564, -1.606], [1.372, 3.230, -2.028], [3.171, -0.717, 1.346], [1.419, -1.694, -1.912], [-3.047, -0.103, -0.466], [3.474, -2.549, 0.167], [5.071, -1.178, 2.966], [3.967, -1.436, 1.122], [1.559, 2.081, -0.243], [-2.331, -4.081, -1.377], [-5.423, -0.468, -0.727], [1.688, -2.452, 4.619], [2.084, 2.968, 0.614], [4.553, -1.971, 2.431], [1.963, -2.594, -0.110], [3.544, -2.582, 3.291], [2.958, -0.596, 5.765], [2.894, -1.999, 4.295], [-1.847, 0.608, -0.198], [1.255, 1.341, 1.793], [-0.287, -3.488, -1.063], [-3.633, -3.660, -1.367], [2.206, 3.095, 2.759], [2.515, 3.839, 0.346], [-2.882, 6.813, -2.342], [-1.107, 2.808, 0.848], [-1.758, 5.111, -0.929], [2.635, 1.995, -2.082], [-2.069, -5.102, -1.614], [-3.479, 3.880, -5.402], [-2.156, 4.849, -1.902], [1.057, 1.066, 0.449], [3.772, -3.532, 0.537], [1.760, -3.519, -0.648], [-4.331, 0.382, -0.438], [-4.440, -4.344, -1.597], [-3.930, -2.318, -1.059], [-1.556, -1.905, -0.764], [-3.252, 5.451, -3.959], [1.897, 2.524, 1.902], [-2.055, 2.318, -0.128], [0.917, 1.542, -2.192], [-2.040, 3.556, -2.381], [2.233, -0.718, -0.910], [-6.081, -2.429, -1.258], [1.155, -2.592, 1.179], [0.443, -1.541, 1.387], [-1.318, -3.169, -1.066], [-0.217, -0.431, -0.178], [1.629, 2.217, -1.722], [5.299, -2.736, 2.214], [3.443, -0.981, 4.972], [1.221, -2.152, 5.457], [0.887, 0.681, 2.557], [-3.111, 4.150, -4.421], [3.053, -3.371, 2.887], [-2.777, 5.799, -2.702], [-5.242, -1.785, -1.034], [-2.852, -1.467, -0.766], [4.763, -0.869, 0.637], [3.965, -2.449, -0.803], [4.440, -0.852, 4.955], [1.175, -2.992, 3.928], [1.265, -3.516, 1.974], [-2.395, 2.163, -3.962], [-3.729, 6.196, -4.581], [-6.420, -0.051, -0.700], [-2.507, 3.186, -3.627]]
}

***

[3]
{
  "formula": "C25H31N3O4",
  "method": "ωB97M-V/def2-TZVPD",
  "spin_multiplicity": 1,
  "de_lowest_kj_mol": 165.6,
  "orbital_gap_ev": 8.93,
  "e_homo_ev": -8.23,
  "elements": ["H", "H", "C", "H", "H", "C", "C", "C", "H", "H", "H", "H", "C", "H", "C", "C", "H", "C", "H", "H", "O", "H", "C", "C", "C", "H", "C", "H", "C", "C", "C", "H", "H", "C", "H", "H", "H", "O", "H", "C", "C", "C", "N", "N", "H", "C", "H", "C", "O", "C", "H", "C", "H", "H", "N", "H", "H", "C", "C", "H", "O", "H", "H"],
  "coordinates": [[0.619, -4.356, -2.562], [-2.814, -2.505, -0.801], [-4.911, -0.331, 0.810], [1.427, 3.927, 0.596], [4.746, 1.967, -1.681], [2.521, -1.396, 1.166], [3.294, 0.427, -1.956], [3.072, 2.451, -0.524], [2.142, -1.379, -1.881], [0.182, -2.692, 2.745], [-6.023, 0.074, -1.698], [2.420, 1.179, 0.948], [-2.620, 1.503, -0.302], [4.021, -0.118, -2.560], [-1.205, 2.427, 1.412], [4.055, 1.404, -1.045], [1.273, 2.986, 2.102], [2.417, -0.569, -1.192], [-3.970, -0.402, 1.350], [-1.419, -0.785, 3.043], [-1.603, -1.435, 1.149], [2.661, 0.990, -2.644], [0.976, -3.153, -0.836], [1.236, 2.931, 1.010], [-0.792, -0.854, 2.151], [1.095, -1.220, 3.166], [-1.526, 1.529, -1.173], [4.986, -1.317, -0.887], [-4.949, 0.936, -0.045], [-6.125, 0.914, -1.017], [0.178, -3.714, -1.815], [-0.500, 0.156, 1.839], [4.603, 1.028, 1.030], [-1.185, -3.465, -1.824], [-6.145, 1.831, -1.600], [-1.810, -3.895, -2.591], [-7.058, 0.820, -0.469], [3.133, -1.329, 2.221], [-3.258, 1.969, 1.707], [-1.752, -2.688, -0.833], [4.540, -0.853, -0.003], [-0.117, 2.444, 0.553], [1.190, -1.755, 1.163], [2.313, 2.090, 0.531], [-1.670, 1.178, -2.182], [0.458, -1.684, 2.413], [1.486, -0.092, -0.871], [-2.446, 1.967, 0.998], [-3.775, 1.043, -0.840], [0.427, -2.318, 0.132], [2.031, -3.376, -0.791], [-0.962, -2.124, 0.162], [-5.734, -0.331, 1.519], [4.941, -1.338, 0.888], [3.111, -1.097, -0.030], [-1.090, 2.777, 2.428], [0.521, 2.043, -1.450], [4.845, 0.645, 0.038], [-0.302, 1.999, -0.753], [-5.040, 1.822, 0.600], [2.963, 3.531, -1.069], [5.916, 0.787, -0.110], [-4.998, -1.207, 0.171]]
}